{
  "formula": "C38H26Br2LiN9O3",
  "method": "ωB97M-V/def2-TZVPD",
  "elements": ["Li", "Br", "C", "C", "C", "C", "C", "C", "N", "N", "C", "C", "C", "C", "O", "C", "N", "C", "C", "C", "C", "H", "H", "H", "H", "H", "H", "H", "H", "H", "N", "C", "N", "C", "N", "N", "C", "N", "C", "C", "C", "C", "C", "N", "H", "H", "H", "H", "H", "H", "H", "H", "C", "C", "C", "C", "C", "C", "C", "C", "H", "H", "H", "H", "H", "Br", "C", "C", "C", "C", "C", "C", "C", "O", "O", "H", "H", "H", "H"],
  "xyz": [[-0.03, 0.28, 0.09], [5.79, 4.37, -5.29], [5.20, 2.54, -5.36], [3.87, 2.24, -5.10], [3.45, 0.93, -5.14], [4.35, -0.12, -5.49], [5.70, 0.24, -5.75], [6.12, 1.54, -5.67], [4.00, -1.39, -5.71], [2.81, -1.88, -5.49], [2.05, -1.84, -4.40], [0.69, -2.20, -4.57], [-0.20, -2.20, -3.53], [0.22, -1.89, -2.23], [-0.64, -1.96, -1.13], [1.56, -1.60, -1.96], [1.93, -1.39, -0.68], [3.21, -1.22, -0.42], [4.21, -1.29, -1.37], [3.85, -1.47, -2.70], [2.51, -1.61, -3.04], [3.17, 3.02, -4.84], [2.42, 0.69, -4.94], [6.40, -0.54, -6.00], [7.15, 1.80, -5.85], [0.35, -2.41, -5.58], [-1.24, -2.43, -3.70], [3.45, -1.05, 0.63], [5.26, -1.21, -1.09], [4.61, -1.55, -3.46], [-1.76, -0.25, 2.86], [-0.73, 0.60, 3.10], [-0.61, 1.12, 4.33], [0.49, 1.87, 4.48], [0.66, 2.46, 5.72], [1.40, 2.14, 3.57], [1.16, 1.60, 2.35], [0.11, 0.81, 2.10], [2.09, 1.86, 1.29], [3.36, 2.38, 1.59], [4.29, 2.51, 0.59], [3.92, 2.16, -0.71], [2.63, 1.69, -0.92], [1.72, 1.53, 0.03], [-2.55, -0.15, 3.47], [-1.96, -0.33, 1.87], [0.17, 2.00, 6.46], [1.61, 2.74, 5.92], [3.58, 2.62, 2.62], [5.29, 2.87, 0.81], [4.62, 2.23, -1.52], [2.31, 1.42, -1.92], [-1.91, -2.04, -1.32], [-3.09, -2.28, -1.45], [-4.49, -2.35, -1.50], [-5.22, -1.59, -2.42], [-6.60, -1.69, -2.45], [-7.27, -2.55, -1.59], [-6.55, -3.29, -0.67], [-5.18, -3.20, -0.62], [-4.70, -0.90, -3.07], [-7.16, -1.09, -3.15], [-8.35, -2.63, -1.64], [-7.08, -3.94, 0.02], [-4.62, -3.77, 0.11], [-7.18, 1.47, 4.04], [-5.86, 1.39, 2.65], [-6.20, 0.82, 1.44], [-5.24, 0.76, 0.45], [-3.96, 1.25, 0.67], [-3.65, 1.83, 1.89], [-4.60, 1.90, 2.90], [-2.89, 1.09, -0.44], [-3.21, 1.44, -1.57], [-1.81, 0.58, -0.05], [-7.19, 0.43, 1.28], [-5.47, 0.32, -0.51], [-2.66, 2.22, 2.06], [-4.36, 2.33, 3.86]],
  "e_homo_ha": [-0.05364, 0.00005],
  "charge": -2,
  "orbital_gap_ev": [5.083, 3.623],
  "lumo_energy_ev": [3.62, 3.62]
}



{
  "formula": "C8H12",
  "method": "ωB97M-V/def2-TZVPD",
  "elements": ["C", "C", "C", "C", "C", "C", "C", "C", "H", "H", "H", "H", "H", "H", "H", "H", "H", "H", "H", "H"],
  "xyz": [[-2.52, 0.52, -0.31], [-1.03, 0.25, -0.81], [-0.32, -0.60, 0.24], [-0.82, -0.71, 1.40], [0.76, -1.49, -0.13], [1.99, -0.99, -0.43], [2.31, 0.41, -0.17], [1.92, 1.38, 0.71], [-2.75, 1.38, 0.50], [-2.80, -0.66, -0.01], [-2.97, 0.91, -1.27], [-0.78, -0.46, -1.82], [-0.56, 1.22, -1.24], [-1.59, 0.16, 1.53], [-0.70, -1.80, 2.02], [0.40, -2.62, -0.32], [2.84, -1.63, -0.87], [3.18, 0.99, -0.75], [1.13, 1.37, 1.44], [2.32, 2.38, 0.29]],
  "e_homo_ha": -0.31204,
  "charge": 0,
  "orbital_gap_ev": 9.222,
  "lumo_energy_ev": 0.73
}



{
  "formula": "C12H18F24Na4O9P4",
  "method": "ωB97M-V/def2-TZVPD",
  "elements": ["Na", "Na", "Na", "Na", "P", "F", "F", "F", "F", "F", "F", "P", "F", "F", "F", "F", "F", "F", "P", "F", "F", "F", "F", "F", "F", "P", "F", "F", "F", "F", "F", "F", "C", "C", "C", "O", "C", "O", "O", "H", "H", "H", "H", "H", "H", "C", "C", "C", "O", "C", "O", "O", "H", "H", "H", "H", "H", "H", "C", "C", "C", "O", "C", "O", "O", "H", "H", "H", "H", "H", "H"],
  "xyz": [[-2.66, 3.45, -0.26], [-4.05, -2.06, -1.44], [0.41, 0.34, -4.56], [0.60, -3.84, -1.96], [-1.08, 4.20, -3.66], [-2.00, 4.17, -5.04], [0.22, 4.74, -4.45], [-1.60, 5.71, -3.36], [-0.17, 4.18, -2.34], [-2.37, 3.81, -2.83], [-0.71, 2.63, -3.82], [-5.81, 1.52, -0.74], [-4.80, 2.13, -1.85], [-4.96, 2.32, 0.34], [-6.73, 2.78, -1.08], [-6.94, 1.13, 0.29], [-6.63, 0.77, -1.89], [-4.89, 0.27, -0.50], [-3.37, -0.69, -5.05], [-4.80, -1.39, -5.47], [-3.93, 0.53, -5.97], [-4.11, -0.06, -3.76], [-2.01, 0.15, -4.63], [-3.05, -1.95, -4.17], [-2.60, -1.34, -6.33], [-0.51, 0.06, -0.56], [0.07, -1.41, -0.88], [-0.98, 0.21, -2.11], [-2.02, -0.50, -0.26], [-1.16, 1.55, -0.24], [-0.13, -0.07, 0.99], [0.91, 0.70, -0.89], [0.43, 1.29, 3.61], [1.75, 0.60, 3.94], [2.46, -0.41, 2.98], [3.86, -0.01, 3.13], [4.00, 1.18, 3.81], [5.04, 1.84, 3.94], [2.77, 1.61, 4.17], [0.48, 1.90, 2.71], [0.12, 1.92, 4.45], [-0.35, 0.59, 3.30], [1.50, 0.04, 4.84], [2.13, -0.27, 1.95], [2.20, -1.42, 3.30], [3.99, 0.17, -0.25], [5.52, 0.19, -0.44], [6.08, 1.38, -1.26], [7.10, 1.78, -0.36], [7.09, 1.04, 0.72], [7.89, 1.21, 1.57], [6.14, 0.15, 0.80], [3.43, 0.37, -1.16], [3.80, 0.98, 0.45], [3.78, -0.76, 0.28], [5.89, -0.74, -0.85], [5.26, 2.09, -1.39], [6.29, 1.00, -2.26], [-1.29, -2.31, 2.83], [-1.81, -3.77, 2.60], [-0.75, -4.69, 1.97], [-0.78, -5.81, 2.92], [-1.59, -5.58, 4.00], [-1.75, -6.38, 4.92], [-2.10, -4.32, 3.90], [-0.30, -2.32, 3.29], [-1.89, -1.65, 3.45], [-1.23, -1.78, 1.88], [-2.62, -3.80, 1.87], [0.30, -4.42, 1.99], [-1.00, -4.93, 0.94]],
  "e_homo_ha": [-0.14322, -0.33712],
  "charge": -1,
  "orbital_gap_ev": [4.069, 9.330],
  "s_squared": 0.75,
  "multiplicity": 2,
  "lumo_energy_ev": [0.17, 0.16]
}